[1]
C8H12N4 | the ωB97M-V functional and the def2-TZVPD basis

Geometry as XYZ:
```
24
Properties=species:S:1:pos:R:3:mulliken_charge:R:1
C 2.807 0.719 2.326 -0.67
C 4.103 1.041 1.713 0.29
N 5.110 1.308 1.230 -0.40
H 2.495 1.088 3.298 0.36
H 2.935 -0.348 2.549 0.25
H 2.075 0.798 1.529 0.14
C 3.062 -1.378 -2.057 -0.75
C 1.968 -0.559 -2.552 0.37
N 1.086 0.088 -2.903 -0.41
H 3.047 -1.534 -0.982 0.24
H 4.027 -0.895 -2.232 0.29
H 3.105 -2.284 -2.661 0.27
C -1.395 -0.890 -0.197 -0.65
C -0.062 -1.201 0.405 0.29
N 0.987 -1.466 0.795 -0.47
H -1.037 -0.072 -0.827 0.27
H -2.039 -0.649 0.640 0.29
H -1.686 -1.792 -0.724 0.27
C -5.201 1.793 0.276 -0.74
C -4.865 0.467 -0.255 0.35
N -4.584 -0.568 -0.661 -0.38
H -4.365 2.192 0.844 0.27
H -6.044 1.681 0.959 0.26
H -5.528 2.462 -0.515 0.27
```

Calculated values
ΔE to the lowest compared entry with this formula, charge and spin = 2.234 eV
SMILES string = CC#N.CC#N.CC#N.CC#N
LUMO energy = 0.0151 Eh

[2]
C5H14N2 | the ωB97M-V functional and the def2-TZVPD basis

Geometry as XYZ:
```
21
Properties=species:S:1:pos:R:3:mulliken_charge:R:1
C -1.343 -0.185 -2.018 -1.16
C 0.062 0.089 -1.408 0.39
C 1.140 -0.667 -2.163 -1.62
N 0.146 -0.336 0.007 -0.35
C -0.832 0.220 0.883 -0.45
C -0.173 0.887 2.142 -0.62
N 1.042 0.166 2.588 -0.56
H -1.899 0.734 -1.874 0.33
H -1.293 -0.622 -3.015 0.39
H -1.856 -0.967 -1.416 0.26
H 0.249 1.162 -1.429 0.26
H 2.116 -0.614 -1.684 0.38
H 0.944 -1.757 -2.113 0.38
H 1.180 -0.348 -3.209 0.40
H 0.251 -1.335 0.076 0.29
H -1.425 1.037 0.450 0.24
H -1.527 -0.505 1.333 0.33
H -0.773 0.938 3.049 0.41
H 0.252 1.833 1.825 0.25
H 0.872 -0.394 3.409 0.19
H 1.516 -0.288 1.825 0.23
```

Calculated values
ΔE to the lowest compared entry with this formula, charge and spin = 1.140 eV
SMILES string = CC(C)NCCN
LUMO energy = 0.0394 Eh

[3]
C54H54N2O4PRuS | the ωB97M-V functional and the def2-TZVPD basis

Geometry as XYZ:
```
117
Properties=species:S:1:pos:R:3:mulliken_spin:R:1
Ru 16.317 11.521 11.749 4.10
C 20.758 14.803 7.951 0.00
C 19.405 14.119 8.014 0.00
C 18.639 14.214 6.648 0.00
O 18.604 14.680 9.077 0.00
C 17.901 13.682 9.762 0.05
C 18.408 12.320 9.085 -0.03
O 19.518 12.755 8.330 0.00
C 18.976 11.217 10.023 0.08
O 17.942 10.774 10.815 0.25
C 19.411 10.048 9.226 0.04
C 20.812 10.038 8.797 0.00
C 21.309 8.928 8.111 0.00
C 20.421 7.913 7.787 0.00
C 19.094 8.061 7.983 0.00
C 18.548 9.085 8.745 0.01
C 20.162 11.694 10.969 -0.06
C 20.672 10.689 11.772 0.01
C 21.696 11.032 12.659 -0.01
C 22.262 12.290 12.741 0.00
C 21.672 13.267 11.983 0.00
C 20.647 12.994 11.130 0.01
C 16.377 13.965 9.789 0.05
O 15.738 12.792 10.334 0.26
C 15.720 14.193 8.449 0.01
C 15.860 15.346 7.713 0.00
C 15.029 15.589 6.620 0.00
C 14.204 14.568 6.135 0.00
C 14.150 13.353 6.780 0.00
C 14.848 13.192 7.992 0.01
C 15.965 15.142 10.736 -0.01
C 16.837 16.149 11.125 -0.01
C 16.429 17.140 12.047 0.00
C 15.132 17.157 12.537 0.00
C 14.250 16.119 12.139 0.00
C 14.641 15.138 11.238 0.00
H 20.617 15.867 8.095 0.00
H 21.178 14.603 6.981 0.00
H 21.393 14.426 8.769 0.00
H 18.356 15.259 6.393 0.00
H 17.789 13.562 6.538 0.00
H 19.368 13.941 5.927 0.00
H 18.254 13.692 10.767 -0.02
H 17.624 11.861 8.433 0.00
H 21.473 10.858 9.021 0.00
H 22.383 8.854 7.911 0.00
H 20.828 7.049 7.244 0.00
H 18.416 7.294 7.643 0.00
H 17.513 9.139 9.003 0.00
H 20.341 9.655 11.751 0.01
H 22.166 10.226 13.214 0.00
H 23.111 12.494 13.359 0.00
H 22.039 14.238 12.081 0.00
H 20.278 13.798 10.447 0.00
H 16.534 16.131 8.039 0.00
H 15.038 16.551 6.137 0.00
H 13.577 14.722 5.286 0.00
H 13.420 12.574 6.485 0.00
H 14.685 12.276 8.526 -0.01
H 17.823 16.170 10.783 0.00
H 17.173 17.897 12.340 0.00
H 14.866 17.867 13.299 0.00
H 13.200 16.024 12.452 0.00
H 13.937 14.427 10.872 0.00
C 13.273 13.250 17.309 0.00
C 13.174 11.876 17.148 0.00
C 13.312 11.407 15.848 0.00
C 13.520 12.214 14.720 -0.04
C 13.663 13.591 14.989 -0.02
C 13.501 14.130 16.225 0.00
P 13.577 11.732 12.983 -0.03
C 11.821 11.658 12.599 0.05
C 11.469 11.807 11.245 0.01
C 10.150 11.741 10.906 0.00
C 9.117 11.591 11.855 0.00
C 9.475 11.462 13.154 0.00
C 10.843 11.479 13.554 0.00
C 14.107 9.942 13.093 -0.41
C 13.295 8.918 13.502 0.00
C 13.789 7.638 13.590 0.03
C 15.126 7.399 13.272 -0.03
C 15.943 8.435 12.806 -0.07
C 15.432 9.736 12.700 0.51
H 13.120 13.690 18.294 0.00
H 12.914 11.188 17.909 0.00
H 13.135 10.349 15.585 0.00
H 13.879 14.284 14.152 0.01
H 13.769 15.216 16.303 0.00
H 12.149 11.986 10.402 0.01
H 9.878 11.808 9.868 0.00
H 8.095 11.568 11.447 0.00
H 8.713 11.253 13.885 0.00
H 11.100 11.450 14.640 0.00
H 12.275 9.148 13.701 0.00
H 13.146 6.803 13.821 0.00
H 15.592 6.439 13.312 0.00
H 16.980 8.261 12.451 0.01
C 16.574 10.599 18.016 0.00
C 16.426 10.363 16.501 0.00
N 16.694 11.533 15.681 0.01
C 17.609 11.745 14.733 0.08
S 17.281 12.954 13.553 0.16
N 18.791 11.104 14.616 0.02
C 19.524 10.322 15.602 0.00
C 19.736 8.919 15.158 0.00
H 16.600 9.591 18.502 0.00
H 15.747 11.243 18.346 0.00
H 17.533 11.112 18.266 0.00
H 15.417 10.056 16.266 0.00
H 17.044 9.529 16.210 0.00
H 15.894 12.126 15.483 -0.01
H 19.322 11.439 13.859 -0.01
H 19.108 10.401 16.544 0.00
H 20.546 10.803 15.676 0.00
H 18.801 8.405 14.978 0.00
H 20.156 8.350 15.992 0.00
H 20.350 8.827 14.284 0.00
```

Calculated values
ΔE to the lowest compared entry with this formula, charge and spin = 0.000 eV
LUMO energy (spin up / spin down) = 0.0189 / -0.0220 Eh
2S+1 = 6

[4]
C21H43ClN4O5 | the ωB97M-V functional and the def2-TZVPD basis

Geometry as XYZ:
```
74
Properties=species:S:1:pos:R:3:mulliken_charge:R:1
C 1.140 4.935 0.684 -0.48
O 2.026 5.914 1.244 -0.44
C 2.411 5.618 2.588 -0.60
C 3.973 5.663 2.808 -0.65
C 4.585 4.355 3.400 -1.11
C 4.719 3.154 2.411 0.85
Cl 3.158 2.448 1.848 0.00
C 5.431 2.042 3.201 -0.15
N 6.062 1.335 3.801 -0.43
C 5.610 3.422 1.150 0.20
C 4.874 4.141 -0.041 -1.00
C 6.922 4.116 1.503 -0.12
N 7.936 4.494 1.796 -0.44
H 0.459 4.481 1.430 0.30
H 1.717 4.179 0.106 0.12
H 0.500 5.455 -0.066 0.30
H 1.951 6.408 3.231 0.32
H 1.972 4.664 2.960 0.40
H 4.507 6.039 1.912 0.35
H 4.126 6.447 3.586 0.40
H 3.909 4.028 4.223 0.47
H 5.597 4.530 3.827 0.51
H 5.904 2.422 0.760 0.44
H 4.421 3.338 -0.663 0.26
H 5.632 4.672 -0.653 0.34
H 4.037 4.793 0.267 0.16
C -0.116 -3.693 1.121 -0.52
O 1.226 -3.279 0.894 -0.35
C 1.788 -3.774 -0.314 -0.74
C 1.987 -2.650 -1.319 -0.32
N 0.710 -2.163 -1.826 -0.04
C 0.798 -0.918 -2.585 -0.75
C 1.298 0.331 -1.854 -0.42
O 0.417 0.812 -0.851 -0.43
C 0.537 0.171 0.409 -0.26
H -0.379 -3.418 2.144 0.28
H -0.809 -3.192 0.445 0.17
H -0.217 -4.778 1.021 0.36
H 1.196 -4.590 -0.738 0.35
H 2.772 -4.180 -0.059 0.42
H 2.590 -3.015 -2.156 0.40
H 2.547 -1.854 -0.813 0.20
H 0.085 -2.013 -1.043 -0.40
H -0.210 -0.702 -2.952 0.26
H 1.424 -1.088 -3.467 0.45
H 1.364 1.135 -2.594 0.39
H 2.313 0.210 -1.456 0.34
H 1.564 -0.137 0.620 0.22
H -0.141 -0.683 0.472 -0.05
H 0.228 0.882 1.179 0.32
C -7.792 -3.606 -0.239 -0.70
O -7.236 -3.856 -1.518 -0.34
C -7.178 -2.703 -2.353 -0.81
C -5.741 -2.250 -2.559 -0.14
N -5.180 -1.686 -1.334 -0.33
C -3.734 -1.476 -1.380 -0.87
C -2.835 -2.704 -1.556 0.19
O -2.834 -3.593 -0.449 -0.37
C -3.904 -4.525 -0.435 -0.65
H -7.961 -4.568 0.246 0.24
H -7.107 -3.023 0.385 0.29
H -8.753 -3.088 -0.320 0.34
H -7.802 -1.890 -1.973 0.41
H -7.584 -3.002 -3.325 0.40
H -5.710 -1.493 -3.348 0.36
H -5.167 -3.122 -2.896 0.18
H -5.385 -2.308 -0.562 0.11
H -3.457 -0.999 -0.436 0.41
H -3.509 -0.756 -2.174 0.40
H -1.808 -2.342 -1.641 -0.16
H -3.035 -3.245 -2.489 0.33
H -4.201 -4.827 -1.442 0.32
H -4.759 -4.121 0.111 0.17
H -3.569 -5.413 0.104 0.32
```

Calculated values
ΔE to the lowest compared entry with this formula, charge and spin = 0.679 eV
SMILES string = COCCC[C@](Cl)(C#N)[C@@H](C)C#N.COCCNCCOC.COCCNCCOC
LUMO energy = 0.0185 Eh

[5]
C34H28N5P2PdS2Se2 | the ωB97M-V functional and the def2-TZVPD basis

Geometry as XYZ:
```
74
Properties=species:S:1:pos:R:3:mulliken_spin:R:1
Pd -16.754 -2.237 13.570 0.81
Se -13.119 -0.879 8.388 0.83
P -13.649 -2.962 8.623 0.00
C -12.370 -4.224 8.411 0.01
C -12.541 -5.373 7.642 -0.01
C -11.425 -6.226 7.449 0.00
C -10.194 -5.897 8.024 0.00
C -10.094 -4.761 8.838 0.00
C -11.200 -3.987 9.088 0.00
C -14.988 -3.299 7.457 -0.03
C -16.228 -3.741 7.886 0.01
C -17.132 -4.226 6.954 0.00
C -16.776 -4.302 5.613 0.00
C -15.599 -3.717 5.233 0.01
C -14.723 -3.105 6.108 0.04
C -14.144 -2.659 10.343 0.00
C -14.955 -3.255 11.315 0.07
N -15.283 -2.213 12.206 0.05
N -14.718 -1.080 11.763 0.00
N -13.915 -1.362 10.797 0.10
P -15.183 -4.899 11.955 -0.01
Se -16.315 -4.803 13.837 0.05
C -16.050 -6.038 10.789 -0.01
C -15.328 -6.786 9.839 0.00
C -16.002 -7.436 8.796 0.00
C -17.371 -7.349 8.678 0.00
C -18.146 -6.607 9.601 0.00
C -17.431 -6.006 10.657 0.00
C -13.695 -5.813 12.393 -0.01
C -12.463 -5.174 12.275 0.00
C -11.268 -5.895 12.517 0.00
C -11.298 -7.254 12.827 0.00
C -12.546 -7.887 12.954 0.00
C -13.694 -7.163 12.718 0.01
H -13.511 -5.637 7.269 0.00
H -11.503 -7.149 6.918 0.00
H -9.329 -6.549 7.890 0.00
H -9.192 -4.524 9.489 0.00
H -11.202 -3.115 9.788 -0.01
H -16.443 -3.784 8.991 0.00
H -18.116 -4.547 7.297 0.00
H -17.300 -4.853 4.853 0.00
H -15.217 -3.867 4.230 0.00
H -13.827 -2.600 5.811 -0.01
H -14.184 -6.825 9.919 0.00
H -15.377 -8.021 8.094 0.00
H -17.869 -7.906 7.875 0.00
H -19.189 -6.407 9.553 0.00
H -18.022 -5.471 11.407 0.00
H -12.390 -4.103 12.083 0.00
H -10.311 -5.391 12.460 0.00
H -10.425 -7.832 12.990 0.00
H -12.690 -8.897 13.303 0.00
H -14.690 -7.572 12.811 0.00
C -20.303 -2.554 13.463 0.02
C -19.595 -2.096 14.671 0.00
N -18.286 -2.023 14.827 0.01
C -17.969 -1.576 16.086 0.02
C -19.039 -1.341 16.941 0.01
S -20.458 -1.794 16.128 0.01
C -16.531 -1.473 16.389 -0.01
C -15.942 -1.372 17.625 0.00
S -14.238 -1.264 17.457 0.01
C -14.413 -1.589 15.739 0.00
N -15.673 -1.686 15.337 0.03
C -13.206 -1.683 14.887 0.00
H -20.987 -3.308 13.827 0.00
H -19.579 -3.105 12.769 0.00
H -20.809 -1.723 12.954 0.00
H -18.971 -1.014 17.986 0.00
H -16.412 -1.067 18.599 0.00
H -12.360 -1.295 15.467 0.00
H -13.391 -1.140 13.950 0.00
H -12.995 -2.733 14.626 0.00
```

Calculated values
net charge = +1
LUMO energy (spin up / spin down) = -0.1018 / -0.1692 Eh
2S+1 = 3